Record 1
Below is a cluster of 2 separate species, C5H9BrN in total, with properties calculated with ωB97M-V with the def2-TZVPD basis set.

Each line ends with the natural charge from an NBO analysis.
Positions of all 16 atoms, in Å:
C: 0.1462 0.2588 3.0073  -0.49
C: -0.3334 0.7597 1.9472  -0.04
C: 0.0283 -0.8349 -2.0611  -0.23
C: -1.1057 -0.2589 -1.1913  -0.23
C: 1.1053 0.2229 -0.0543  -0.28
N: 0.2090 0.3976 -1.2237  -0.39
Br: -1.7526 1.5469 1.1756  0.25
H: -0.3990 0.1475 3.8869  0.26
H: 1.1896 -0.1335 3.1279  0.27
H: 0.4273 -1.7425 -1.7177  0.24
H: 0.1058 -0.7100 -3.2413  0.26
H: -1.9546 0.2900 -1.6038  0.26
H: -1.1428 -0.8013 -0.1932  0.26
H: 2.1368 0.4879 -0.2695  0.23
H: 1.0831 -0.7858 0.2637  0.19
H: 0.2568 1.1555 -1.8529  0.44

## Properties
Total charge: +1
LUMO energy (spin up / spin down): -4.57 / -4.39 eV
Orbital gap (spin up / spin down): 8.04 / 8.65 eV
Maximum force: 0.084 hartree/bohr

Record 2
Below is a structure of composition C32H32BrClN5O2W, with properties calculated with ωB97M-V with the def2-TZVPD basis set.

Each line ends with the Mulliken spin population.
Positions of all 74 atoms, in Å:
W: -1.0271 -1.0738 -1.6529  1.97
Br: -4.4329 3.3449 -6.7259  0.00
C: -3.4316 2.4580 -5.4233  -0.01
C: -2.4351 3.1412 -4.7229  0.02
C: -1.6778 2.5025 -3.7483  -0.01
C: -1.9373 1.1778 -3.4896  0.02
O: -1.2356 0.4976 -2.5273  -0.02
C: -2.9190 0.4563 -4.1772  0.04
C: -3.1256 -0.9407 -3.9679  0.01
N: -2.4959 -1.7228 -3.1322  -0.10
C: -2.7622 -3.1372 -3.1768  -0.07
C: -3.6433 -3.7880 -4.0032  0.00
C: -3.7830 -5.1886 -3.9393  0.00
C: -3.0421 -5.9290 -3.0625  0.00
C: -2.1182 -5.2876 -2.2056  0.00
C: -1.3167 -5.9790 -1.2739  0.03
C: -0.4455 -5.2819 -0.4720  0.00
C: -0.3612 -3.9007 -0.6046  0.02
N: -1.0968 -3.2084 -1.4824  0.01
C: -1.9851 -3.8893 -2.2799  0.07
C: -3.6694 1.1200 -5.1572  0.02
H: -2.2490 4.1835 -4.9457  0.00
H: -0.9013 3.0296 -3.2105  0.00
H: -3.8705 -1.3883 -4.6167  -0.01
H: -4.2540 -3.2627 -4.7237  0.00
H: -4.4880 -5.6718 -4.6012  0.00
H: -3.1490 -7.0048 -3.0147  0.00
H: -1.3964 -7.0567 -1.1977  0.00
H: 0.1798 -5.7805 0.2543  0.00
H: 0.3211 -3.3395 0.0198  -0.01
H: -4.4306 0.5849 -5.7109  0.00
C: 5.2911 1.8679 2.7785  0.00
C: 3.9245 2.3900 3.2515  0.00
C: 4.0310 3.9142 3.3888  0.00
C: 3.6425 1.8046 4.6418  0.00
C: 2.8115 2.0047 2.2125  0.00
O: 3.2619 2.2250 0.8781  0.00
C: 1.4918 2.8145 2.3432  0.00
C: 0.4309 2.5037 3.4381  0.00
C: -0.6650 1.6276 2.8878  0.01
C: -0.8516 0.3107 3.3096  0.00
C: -1.6109 -0.5836 2.5594  0.00
C: -2.2040 -0.0986 1.4113  0.01
Cl: -2.8185 -1.2906 0.2210  0.01
C: -2.2119 1.2387 1.0546  0.04
C: -1.4406 2.0989 1.8211  -0.02
C: 2.5880 0.4817 2.2776  0.00
N: 2.0557 -0.0927 1.0271  0.00
C: 0.8197 -0.0810 0.6129  0.02
N: 0.7134 -0.8242 -0.5117  0.01
C: 2.0246 -1.2450 -0.7317  -0.04
N: 2.8353 -0.8245 0.1830  0.00
H: 6.0287 2.0770 3.5526  0.00
H: 5.6339 2.3565 1.8671  0.00
H: 5.3124 0.7914 2.6036  0.00
H: 4.9209 4.1562 3.9688  0.00
H: 3.1798 4.3478 3.9145  0.00
H: 4.1372 4.4238 2.4266  0.00
H: 4.4409 2.1099 5.3180  0.00
H: 3.6297 0.7125 4.6518  0.00
H: 2.7146 2.1759 5.0750  0.00
H: 3.8222 3.0092 0.8492  0.00
H: 1.0090 2.7436 1.3641  0.00
H: 1.7840 3.8589 2.4257  0.00
H: -0.0083 3.4498 3.7603  0.00
H: 0.8650 2.0486 4.3251  0.00
H: -0.3426 -0.0502 4.1955  0.00
H: -1.6858 -1.6255 2.8403  0.00
H: -2.7696 1.5947 0.1980  0.00
H: -1.3875 3.1446 1.5434  0.00
H: 1.8928 0.2132 3.0705  0.00
H: 3.5244 -0.0426 2.4391  0.00
H: 0.0302 0.4627 1.0892  -0.04
H: 2.3281 -1.8650 -1.5607  0.00

## Properties
Total charge: +3
LUMO energy (spin up / spin down): -10.53 / -10.76 eV
Orbital gap (spin up / spin down): 5.99 / 5.79 eV
Maximum force: 0.018 hartree/bohr
Spin multiplicity: 3

Record 3
Below is an isolated molecule of C15H16ClF2N3O2, with properties calculated with ωB97M-V with the def2-TZVPD basis set.

Each line ends with the natural charge from an NBO analysis.
Positions of all 39 atoms, in Å:
C: -1.0594 -4.2015 0.1529  -0.59
C: -0.0087 -3.6225 -0.8536  -0.44
C: 0.1146 -2.1206 -0.7563  0.29
C: 0.8182 -1.6077 0.3091  -0.37
C: 0.8692 -0.2413 0.3696  0.41
N: 1.5218 0.4356 1.3370  -0.62
C: 2.1984 -0.1360 2.5326  -0.24
C: 2.3424 1.0097 3.5804  0.08
O: 2.8951 2.1761 2.9581  -0.74
C: 1.0024 1.3932 4.2128  -0.09
O: 0.2561 2.1729 3.2482  -0.75
N: 0.3118 0.5308 -0.5115  -0.49
C: -0.4317 0.0034 -1.4635  0.43
C: -1.2247 0.8816 -2.3977  -0.14
C: -2.1736 0.3813 -3.3105  -0.21
C: -2.8137 1.2149 -4.2485  0.35
F: -3.6106 0.7272 -5.2696  -0.31
C: -2.5447 2.5785 -4.2107  -0.06
Cl: -3.0703 3.6346 -5.5060  0.03
C: -1.6972 3.1077 -3.2526  -0.29
C: -1.0195 2.2901 -2.3789  0.44
F: -0.2067 2.9693 -1.5177  -0.31
N: -0.4628 -1.3459 -1.6601  -0.51
H: -0.6101 -4.3109 1.1716  0.20
H: -1.3596 -5.1965 -0.1779  0.22
H: -1.9039 -3.5202 0.2014  0.21
H: 0.9257 -4.1228 -0.6680  0.21
H: -0.3505 -3.8997 -1.8554  0.22
H: 1.2720 -2.2693 1.0671  0.22
H: 1.8606 1.3412 1.0070  0.42
H: 1.6496 -0.9484 2.9708  0.20
H: 3.1894 -0.4987 2.3034  0.20
H: 3.0231 0.6439 4.3477  0.18
H: 2.2261 2.8945 2.9364  0.49
H: 1.1495 2.0095 5.1018  0.19
H: 0.4824 0.4772 4.4800  0.17
H: 0.2733 1.7184 2.3570  0.49
H: -2.3964 -0.6955 -3.3821  0.26
H: -1.4375 4.1461 -3.2242  0.25

## Properties
LUMO energy: -0.08 eV
Structure (SMILES): CCc1cc(NC[C@@H](O)CO)nc(-c2cc(F)c(Cl)cc2F)n1
Orbital gap: 8.79 eV
Maximum force: 0.059 hartree/bohr

Record 4
Below is a cluster of 2 separate species, CH4N2O2 in total, with properties calculated with ωB97M-V with the def2-TZVPD basis set.

Each line ends with the natural charge from an NBO analysis.
Positions of all 9 atoms, in Å:
H: -1.7209 -1.8555 0.0700  0.32
N: -2.2376 -0.9903 0.4733  -0.24
N: -1.4537 -0.0140 0.3675  -0.33
H: -1.9101 0.8933 0.6746  0.34
O: 1.8769 -0.1509 0.9035  -0.58
C: 1.9194 0.3724 -0.1595  0.65
O: 0.8865 0.5494 -1.0268  -0.74
H: 2.6659 1.0126 -0.7108  0.11
H: -0.0264 0.1832 -0.5917  0.48

## Properties
LUMO energy: -0.22 eV
Structure (SMILES): [H]/N=N/[H].O=CO
Orbital gap: 10.03 eV
Maximum force: 0.065 hartree/bohr

Record 5
Below is an isolated molecule of C3H4O3S, with properties calculated with ωB97M-V with the def2-TZVPD basis set.

Each line ends with the natural charge from an NBO analysis.
Positions of all 11 atoms, in Å:
C: -0.4912 -0.3165 -0.4644  -0.39
C: 0.8499 -0.4286 0.1531  0.10
C: 0.1561 0.5031 0.6738  -0.43
O: -0.2946 -0.7768 2.9838  -0.90
O: -2.1632 -0.8339 1.4757  -0.88
O: -1.6503 1.2241 2.7301  -0.87
S: -1.2410 -0.0489 2.1979  2.44
H: -0.4646 0.0800 -1.4448  0.20
H: -1.2387 -0.9521 -0.3278  0.24
H: 1.7149 -1.0275 0.1447  0.23
H: 0.3289 1.4494 0.9114  0.27

## Properties
LUMO energy: -2.09 eV
Orbital gap: 8.79 eV
Maximum force: 0.105 hartree/bohr

Record 6
Below is a structure of composition C2H6N2S, with properties calculated with ωB97M-V with the def2-TZVPD basis set.

Each line ends with the natural charge from an NBO analysis.
Positions of all 11 atoms, in Å:
C: -0.0033 0.1285 0.1506  -0.01
C: 1.2685 0.9944 -0.1289  -0.55
H: -2.8282 -0.5599 -0.9288  0.37
H: -2.0816 -1.0667 0.4974  0.34
H: -0.1464 -0.4781 1.0906  0.16
H: 1.5194 1.3347 0.9060  0.24
H: 1.2140 1.5353 -1.0927  0.27
H: 2.0384 -1.1436 0.8543  0.13
N: -2.1545 -0.4256 -0.2423  -0.67
N: -1.0116 0.2348 -0.6602  -0.26
S: 2.1852 -0.5538 -0.4460  -0.03

## Properties
LUMO energy: 0.80 eV
Orbital gap: 8.62 eV
Maximum force: 0.088 hartree/bohr